# 1
88
Properties=species:S:1:pos:R:3:mulliken_spin:R:1 method="wB97M-V/def2-TZVPD" largest_force_ev_per_a=0.5 total_charge=+1 orbital_gap_ev="5.29 / 5.34" relative_energy_ev=0.469 e_lumo_ev="-3.24 / -3.53" total_energy_ev=-153082.7756 spin_multiplicity=5
Cr 0.87 -0.44 0.07 3.595
C 1.85 -0.61 -4.31 0.002
O 2.99 -0.21 -3.50 0.015
C 2.58 -0.35 -2.25 -0.014
N 1.33 -0.57 -2.02 -0.065
C 0.66 -0.52 -3.35 0.004
C -0.43 -1.55 -3.55 -0.049
C -0.45 -2.42 -4.63 0.000
C -1.51 -3.31 -4.80 0.000
C -2.56 -3.32 -3.89 0.000
C -2.55 -2.44 -2.82 -0.004
C -1.49 -1.56 -2.65 0.071
C 3.53 -0.21 -1.14 0.200
C 4.89 -0.02 -1.22 -0.009
C 5.61 0.08 -0.03 0.051
C 4.95 -0.02 1.19 -0.011
C 3.58 -0.21 1.17 0.177
N 2.89 -0.30 0.03 -0.028
C 2.68 -0.37 2.32 -0.026
N 1.42 -0.53 2.15 -0.076
C 0.87 -0.84 3.50 0.015
C 2.03 -0.43 4.42 -0.002
O 3.19 -0.40 3.54 0.015
C -0.45 -0.20 3.89 -0.023
C -1.46 0.02 2.96 0.060
C -2.68 0.55 3.36 -0.002
C -2.91 0.84 4.69 0.000
C -1.92 0.60 5.63 0.000
C -0.70 0.09 5.23 0.001
H 2.05 -1.63 -4.64 0.000
H 1.79 0.06 -5.16 0.000
H 0.21 0.48 -3.41 -0.009
H 0.35 -2.42 -5.36 0.000
H -1.51 -3.98 -5.65 0.000
H -3.39 -4.00 -4.04 0.000
H -3.38 -2.42 -2.12 0.000
H -1.51 -0.86 -1.83 0.019
H 5.38 0.05 -2.19 -0.001
H 6.68 0.23 -0.06 0.002
H 5.47 0.04 2.13 -0.001
H 0.74 -1.92 3.52 -0.008
H 2.25 -1.14 5.22 -0.001
H 1.90 0.57 4.83 0.000
H -1.29 -0.16 1.91 -0.010
H -3.44 0.75 2.61 0.001
H -3.87 1.25 5.00 0.000
H -2.09 0.83 6.67 0.000
H 0.06 -0.09 5.98 0.000
N -0.55 -1.93 0.29 -0.169
C -1.22 -2.86 0.42 0.174
C -2.08 -3.98 0.61 0.026
C -2.08 -5.01 -0.33 0.013
C -2.93 -6.08 -0.14 -0.004
C -3.76 -6.12 0.98 0.009
C -3.75 -5.09 1.91 -0.004
C -2.91 -4.01 1.73 0.010
H -1.43 -4.96 -1.20 0.002
H -2.95 -6.89 -0.85 0.000
H -4.42 -6.97 1.12 0.000
H -4.40 -5.13 2.77 0.000
H -2.89 -3.19 2.44 0.003
C -0.41 3.75 -2.86 0.008
Si -1.43 2.93 -1.51 0.016
C -2.65 1.77 -2.36 0.001
C -2.47 4.22 -0.64 -0.003
As -0.18 1.86 0.14 -0.017
Si 1.52 3.41 0.48 0.030
C 0.88 5.17 0.48 0.001
C 2.95 3.33 -0.75 0.005
C 2.23 3.11 2.20 0.005
H -1.07 4.32 -3.53 0.000
H 0.11 3.01 -3.47 0.000
H 0.33 4.44 -2.47 -0.001
H -3.44 2.38 -2.80 0.001
H -3.12 1.09 -1.65 -0.001
H -2.20 1.19 -3.16 0.000
H -3.14 4.71 -1.36 0.000
H -1.88 4.99 -0.15 0.000
H -3.09 3.74 0.12 0.001
H 0.48 5.48 -0.48 0.001
H 1.71 5.85 0.73 0.000
H 0.11 5.30 1.23 0.000
H 2.61 3.59 -1.76 0.001
H 3.40 2.34 -0.80 0.006
H 3.73 4.04 -0.46 0.001
H 1.43 2.94 2.92 0.000
H 2.79 3.99 2.53 0.000
H 2.92 2.26 2.24 -0.002


# 2
16
Properties=species:S:1:pos:R:3:nbo_charge:R:1 method="wB97M-V/def2-TZVPD" largest_force_ev_per_a=0.6 total_charge=0 orbital_gap_ev="7.85 / 7.82" relative_energy_ev=6.006 e_lumo_ev="0.53 / 0.33" total_energy_ev=-7388.7589
C 2.09 0.10 0.38 -0.673
C 0.59 0.22 0.19 0.212
C -0.02 -0.46 -1.09 -0.545
C -1.47 -0.50 -0.96 -0.362
C -1.26 0.60 1.07 -0.242
O -0.10 -0.15 1.34 -0.537
H 2.45 0.83 1.11 0.228
H 2.62 0.27 -0.57 0.217
H 2.38 -0.89 0.75 0.220
H -0.57 1.18 0.10 0.233
H 0.34 0.07 -1.98 0.216
H 0.39 -1.48 -1.10 0.245
H -1.92 -1.37 -0.49 0.190
H -2.10 -0.02 -1.70 0.195
H -2.19 0.08 1.27 0.196
H -1.24 1.52 1.68 0.206


# 3
88
Properties=species:S:1:pos:R:3:mulliken_charge:R:1 method="wB97M-V/def2-TZVPD" largest_force_ev_per_a=3.2 total_charge=+1 orbital_gap_ev=6.37 e_lumo_ev=-3.52 total_energy_ev=-81383.4485
C -6.29 -5.27 4.78 -0.665
O -4.90 -5.03 5.08 -0.322
C -4.72 -3.59 5.05 -0.524
C -3.24 -3.16 5.39 -0.661
C -2.22 -3.48 4.20 -0.310
C -1.10 -2.34 4.25 -0.597
C -0.02 -2.46 3.09 -0.570
C -0.12 -1.22 2.09 0.341
I -2.11 -1.36 1.15 0.162
C 1.01 -1.37 1.01 -1.218
N 0.88 -0.26 0.01 0.045
C 0.82 1.01 0.63 -0.124
N 0.64 2.14 -0.05 0.529
C -0.34 3.14 0.44 -0.545
C 1.46 2.28 -1.32 -0.772
C 0.95 3.41 -2.31 -0.301
C -0.41 3.12 -3.07 -0.673
C -1.04 1.68 -2.89 -0.345
N -0.48 0.65 -3.80 -0.351
C -1.00 0.72 -5.16 0.410
N -0.52 -0.12 -6.04 -0.686
N -2.03 1.61 -5.61 -0.520
N 0.98 1.10 2.07 -0.290
C 0.07 0.18 2.81 -0.695
H -6.97 -4.49 5.22 0.292
H -6.41 -5.22 3.66 0.262
H -6.59 -6.27 5.18 0.241
H -5.38 -3.16 5.86 0.343
H -5.08 -3.20 4.05 0.326
H -2.84 -3.63 6.33 0.319
H -3.26 -2.04 5.52 0.344
H -1.75 -4.50 4.32 0.188
H -2.80 -3.45 3.23 0.196
H -0.57 -2.45 5.24 0.267
H -1.63 -1.35 4.28 0.269
H -0.04 -3.45 2.55 0.579
H 1.01 -2.37 3.58 0.175
H 2.04 -1.31 1.48 0.286
H 0.88 -2.34 0.47 0.422
H 0.09 -0.42 -0.63 0.192
H -0.76 2.86 1.46 0.280
H 0.20 4.13 0.61 0.126
H -1.19 3.34 -0.27 0.276
H 2.50 2.59 -0.99 0.332
H 1.57 1.31 -1.88 0.445
H 0.85 4.43 -1.83 0.028
H 1.76 3.54 -3.09 0.446
H -0.20 3.24 -4.18 0.332
H -1.17 3.91 -2.81 0.384
H -0.98 1.27 -1.84 0.092
H -2.15 1.79 -3.08 0.201
H -0.73 -0.28 -3.46 0.317
H 0.18 -0.69 -5.54 0.227
H -2.86 1.48 -5.01 0.235
H -2.35 1.25 -6.52 0.327
H 1.97 0.94 2.32 0.385
H 0.39 0.09 3.88 0.411
H -0.94 0.68 2.82 0.214
C 4.81 -4.61 4.86 -1.011
S 3.08 -4.74 4.36 0.530
O 2.44 -3.41 4.63 -0.616
C 2.58 -5.85 5.68 -0.956
H 5.31 -3.92 4.18 0.318
H 4.88 -4.23 5.88 0.311
H 5.28 -5.59 4.79 0.398
H 2.79 -5.40 6.65 0.317
H 3.13 -6.80 5.59 0.388
H 1.52 -6.04 5.59 0.286
C 3.60 5.16 1.83 -1.034
S 2.71 5.68 0.35 0.700
O 3.52 5.28 -0.83 -0.646
C 2.95 7.45 0.60 -1.156
H 3.61 4.07 1.86 0.257
H 4.62 5.53 1.79 0.401
H 3.09 5.54 2.71 0.375
H 4.02 7.67 0.64 0.361
H 2.46 7.76 1.52 0.379
H 2.50 7.98 -0.24 0.345
C -0.73 1.37 -9.30 -0.926
S 0.48 1.89 -10.53 0.490
O -0.12 3.02 -11.30 -0.619
C 0.34 0.41 -11.56 -0.910
H -0.83 2.17 -8.56 0.274
H -1.69 1.18 -9.77 0.363
H -0.37 0.46 -8.80 0.348
H -0.69 0.28 -11.90 0.293
H 0.66 -0.46 -10.99 0.335
H 0.99 0.53 -12.43 0.326


# 4
50
Properties=species:S:1:pos:R:3:nbo_charge:R:1 method="wB97M-V/def2-TZVPD" largest_force_ev_per_a=2.7 total_charge=-1 orbital_gap_ev=8.59 relative_energy_ev=2.879 e_lumo_ev=2.67 total_energy_ev=-31765.1219
C 0.10 0.59 -1.48 -0.257
N 0.81 -0.75 -1.51 -0.686
C 1.35 -1.08 -0.14 0.120
O 2.61 -0.59 0.10 -0.998
C -1.08 0.48 -2.42 -0.409
C -2.38 0.57 -1.59 -0.443
C -2.79 -0.69 -0.82 -0.054
O -3.00 -1.71 -1.85 -0.750
H 0.74 1.45 -1.71 0.243
H -0.13 0.78 -0.43 0.172
H 1.60 -0.72 -2.14 0.350
H 1.37 -2.19 -0.06 0.129
H 0.56 -0.70 0.52 0.095
H -1.08 0.96 -3.40 0.221
H -1.12 -0.56 -2.82 0.169
H -2.27 1.42 -0.90 0.224
H -3.22 0.89 -2.22 0.212
H -3.63 -0.57 -0.14 0.179
H -1.96 -1.15 -0.30 0.161
H -2.15 -1.67 -2.32 0.469
H 3.83 0.30 0.75 0.493
H 4.36 0.05 2.15 0.474
O 4.57 0.55 1.36 -1.003
H -1.82 -2.56 1.91 0.484
H -1.24 -1.73 0.91 0.485
O -1.80 -1.62 1.69 -0.948
H -0.81 -3.69 -1.41 0.471
H -2.22 -3.13 -1.14 0.489
O -1.49 -3.65 -0.73 -0.988
H -3.54 2.54 1.10 0.484
H -3.99 1.19 0.50 0.465
O -4.07 2.15 0.41 -0.945
H 0.52 -1.33 3.73 0.493
H -0.90 -1.72 3.26 0.474
O -0.31 -1.72 4.03 -0.991
H 2.98 2.34 -0.40 0.490
H 2.13 1.21 0.08 0.502
O 2.05 2.10 -0.35 -1.010
H 3.06 0.23 -1.69 0.483
H 4.28 0.73 -1.06 0.468
O 3.81 0.82 -1.90 -0.966
H -1.05 0.93 1.69 0.477
H -0.22 2.24 1.70 0.478
O -0.99 1.81 2.09 -0.952
H 2.86 -2.24 2.73 0.467
H 2.69 -0.95 1.80 0.509
O 2.56 -1.33 2.71 -1.018
H -0.56 3.91 0.21 0.453
H 0.76 3.51 -0.31 0.497
O 0.22 4.32 -0.19 -0.963


# 5
79
Properties=species:S:1:pos:R:3:mulliken_spin:R:1 method="wB97M-V/def2-TZVPD" largest_force_ev_per_a=1.3 total_charge=+2 orbital_gap_ev="5.74 / 5.62" relative_energy_ev=3.505 e_lumo_ev="-7.43 / -7.56" total_energy_ev=-54632.5167 spin_multiplicity=2
Ir -0.77 0.50 0.79 0.024
C 2.02 -5.86 -0.15 -0.002
C 1.21 -4.61 -0.21 0.028
C -0.13 -4.61 0.16 -0.022
C -0.89 -3.45 0.10 0.076
C -0.32 -2.25 -0.31 -0.071
N -1.20 -1.13 -0.46 0.442
C -2.21 -1.37 -1.34 0.048
C -2.02 -2.23 -2.45 0.163
C -3.03 -2.47 -3.35 -0.046
C -4.29 -1.88 -3.20 0.139
C -5.39 -2.12 -4.18 -0.002
C -4.50 -1.03 -2.10 0.023
C -3.49 -0.77 -1.20 0.098
N -3.73 0.06 -0.07 0.010
C -4.59 -0.41 0.96 -0.002
C -4.24 -0.53 2.24 0.001
C -2.87 -0.48 2.81 0.001
N -1.81 -0.31 2.16 0.006
C 1.04 -2.22 -0.63 0.046
C 1.78 -3.40 -0.60 0.003
N 1.64 -1.01 -1.03 0.006
C 2.51 -0.78 -2.07 0.001
C 3.27 0.31 -1.92 -0.001
C 1.80 1.91 -0.69 0.001
N 1.80 -0.03 -0.04 -0.004
H 1.52 -6.68 -0.67 0.003
H 2.16 -6.18 0.89 0.003
H 3.01 -5.72 -0.59 0.000
H -0.60 -5.53 0.49 0.001
H -1.94 -3.48 0.37 -0.003
H -1.05 -2.67 -2.61 -0.006
H -2.85 -3.11 -4.20 0.003
H -5.21 -3.02 -4.77 0.002
H -5.46 -1.29 -4.88 0.019
H -6.35 -2.22 -3.68 0.006
H -5.47 -0.59 -1.95 0.001
H -5.56 -0.75 0.62 0.001
H -5.00 -0.89 2.92 0.000
H -2.79 -0.77 3.86 0.000
H 2.83 -3.36 -0.87 0.002
H 2.50 -1.46 -2.91 0.000
H 3.98 0.67 -2.65 0.000
H 1.63 2.94 -0.96 0.000
B -1.04 3.89 1.43 0.001
N -0.21 3.05 2.39 0.000
C 0.53 3.47 3.43 0.003
C 1.33 2.43 3.86 0.000
C 1.02 1.37 3.01 0.003
N 0.09 1.76 2.14 -0.007
N -2.23 2.94 0.92 -0.009
C -3.58 3.36 0.97 0.003
C -4.34 2.45 0.36 -0.002
C -3.46 1.42 -0.23 0.016
N -2.08 1.84 0.30 -0.001
H -1.55 4.80 2.00 0.000
H -0.46 4.18 0.42 0.000
H 0.43 4.49 3.77 0.000
H 2.03 2.44 4.67 0.000
H 1.39 0.36 2.99 0.000
H -3.78 4.29 1.46 0.000
H -5.40 2.49 0.21 0.000
H -3.35 1.67 -1.30 -0.003
N 0.91 1.05 -0.38 -0.003
C 3.02 1.02 -0.63 0.001
N 4.08 1.41 0.13 0.001
C 4.03 2.52 1.07 0.000
C 5.20 3.46 0.78 0.000
O 6.42 2.76 0.84 0.000
C 6.48 1.72 -0.12 0.000
C 5.36 0.71 0.12 0.000
H 4.13 2.13 2.10 0.000
H 3.08 3.04 1.01 0.000
H 5.25 4.25 1.53 0.000
H 5.07 3.92 -0.21 0.000
H 7.45 1.25 -0.01 0.000
H 6.39 2.14 -1.13 0.000
H 5.51 0.23 1.09 0.000
H 5.36 -0.06 -0.65 0.000


# 6
89
Properties=species:S:1:pos:R:3:mulliken_spin:R:1 method="wB97M-V/def2-TZVPD" largest_force_ev_per_a=2.6 total_charge=0 orbital_gap_ev="5.74 / 7.86" e_lumo_ev="0.31 / -0.60" total_energy_ev=-90479.9333 spin_multiplicity=5
C -7.02 0.08 3.52 0.003
O -6.28 -1.15 3.69 0.035
C -4.92 -1.08 3.69 0.174
C -4.26 -2.32 3.86 -0.089
C -2.89 -2.37 3.85 0.153
C -2.10 -1.18 3.72 0.023
C -0.70 -1.33 3.66 0.370
C 0.30 -0.38 4.12 0.023
C 1.19 -0.54 5.29 0.112
C 2.24 0.45 5.23 0.051
C 2.06 1.22 4.00 -0.136
C 0.83 0.77 3.40 0.230
Fe 2.21 -0.70 3.62 1.824
C 2.13 -2.23 2.38 0.006
C 2.53 -2.64 3.71 0.005
C 3.72 -1.90 4.07 0.074
C 4.06 -1.03 2.96 0.000
C 3.09 -1.25 1.91 0.046
C -2.79 0.06 3.61 0.163
C -4.17 0.11 3.52 -0.064
H -8.06 -0.24 3.51 0.000
H -6.83 0.76 4.37 0.000
H -6.76 0.57 2.57 0.000
H -4.87 -3.21 4.01 -0.004
H -2.37 -3.32 3.95 -0.001
H -0.35 -2.37 3.56 0.016
H 1.00 -1.24 6.10 0.004
H 3.00 0.66 5.98 0.011
H 2.68 2.04 3.65 -0.002
H 0.30 1.29 2.62 -0.002
H 1.33 -2.68 1.79 -0.025
H 2.06 -3.44 4.29 0.006
H 4.31 -2.04 4.97 0.003
H 4.95 -0.41 2.85 -0.006
H 3.16 -0.86 0.90 0.021
H -2.22 0.99 3.53 0.004
H -4.69 1.05 3.35 -0.003
C -2.03 1.31 -4.31 -0.005
C -0.56 1.35 -4.73 0.004
C -0.39 0.72 -6.10 0.000
C 0.14 2.78 -4.54 -0.001
C 1.35 3.01 -5.47 0.000
C -0.78 3.98 -4.55 0.000
O 0.70 2.70 -3.21 0.000
B 1.02 1.35 -3.14 -0.006
C 2.29 0.82 -2.46 -0.004
C 2.71 -0.51 -2.63 0.007
C 3.98 -0.91 -2.24 0.005
C 4.83 0.01 -1.62 -0.001
C 6.24 -0.40 -1.28 0.000
F 7.12 0.63 -1.44 0.000
F 6.32 -0.80 0.03 0.000
F 6.68 -1.43 -2.04 0.000
C 4.38 1.28 -1.29 -0.003
C 3.11 1.68 -1.69 0.005
C -0.98 -0.31 0.96 0.451
C 0.40 -0.19 0.43 0.008
C -1.90 -0.94 0.07 0.034
C -3.19 -0.39 -0.19 0.163
C -3.97 -0.88 -1.23 -0.087
C -3.53 -1.95 -2.02 0.153
C -2.27 -2.51 -1.78 -0.094
C -1.46 -2.02 -0.76 0.169
O 0.16 0.50 -3.81 0.012
H -2.67 1.80 -5.06 0.001
H -2.38 0.27 -4.22 0.001
H -2.20 1.80 -3.34 -0.001
H -0.83 1.35 -6.89 0.000
H 0.68 0.56 -6.32 0.000
H -0.88 -0.26 -6.12 0.000
H 1.06 3.27 -6.49 0.000
H 1.95 3.83 -5.05 0.000
H 2.00 2.12 -5.50 0.000
H -1.15 4.20 -5.56 0.000
H -1.65 3.82 -3.90 0.000
H -0.25 4.86 -4.18 0.000
H 2.04 -1.24 -3.07 -0.001
H 4.32 -1.93 -2.41 0.000
H 5.02 1.95 -0.72 0.000
H 2.73 2.66 -1.41 0.000
H -1.36 0.48 1.60 -0.007
H 0.99 0.62 0.87 0.001
H 0.95 -1.13 0.60 0.014
H 0.38 -0.04 -0.66 0.122
H -3.49 0.50 0.37 0.009
H -4.93 -0.41 -1.45 -0.002
H -4.16 -2.34 -2.82 0.009
H -1.90 -3.32 -2.42 -0.002
H -0.46 -2.43 -0.63 0.019